Below is 2 unconnected molecules or ions with the total composition C5H13NO, with properties calculated with ωB97M-V with the def2-TZVPD basis set.

Each line ends with the natural charge from an NBO analysis.
CARTESIAN COORDINATES (ANGSTROEM)
O: -0.935 -3.226 1.565  -0.945
N: 0.024 0.473 -2.513  -0.615
C: 0.159 0.737 -0.098  -0.308
C: 0.662 0.536 2.409  -0.600
C: 0.855 1.325 1.112  -0.416
C: -1.231 -0.234 -2.432  -0.422
C: 0.637 0.905 -1.324  0.006
H: 0.079 1.197 -3.212  0.371
H: -0.264 -2.563 1.389  0.474
H: 1.914 1.436 0.889  0.201
H: -0.499 -4.090 1.602  0.472
H: 1.617 1.307 -1.569  0.189
H: -0.382 0.301 2.603  0.207
H: -0.788 0.228 0.012  0.199
H: 0.487 2.339 1.243  0.199
H: -2.069 0.406 -2.149  0.177
H: -1.154 -1.057 -1.716  0.205
H: -1.442 -0.721 -3.392  0.204
H: 1.095 1.087 3.247  0.209
H: 1.236 -0.384 2.336  0.194

LUMO: 0.90 eV
SMILES string: CC/C=C/NC.O
Kohn-Sham gap: 8.851 eV
relative energy (zero: lowest compared OMol25 entry of this formula, charge and spin): 32.82 kcal/mol

---

Below is a molecular structure, C21H23F3N3PdS, with properties calculated with ωB97M-V with the def2-TZVPD basis set.

Each line ends with the natural charge from an NBO analysis.
CARTESIAN COORDINATES (ANGSTROEM)
Pd: -0.132 -0.290 0.353  0.823
S: -2.091 0.826 -0.846  -0.240
F: -5.509 -0.441 -3.492  -0.347
F: -3.813 0.896 -3.514  -0.321
F: -5.122 0.823 -1.783  -0.321
N: -0.509 -0.370 2.474  -0.679
N: 1.858 3.077 -0.682  -0.435
N: -1.821 -1.775 -0.817  -0.511
C: 3.234 3.480 -0.860  -0.411
C: -4.511 0.066 -2.715  0.984
C: -0.079 -0.943 4.608  -0.346
C: -3.676 -1.033 -2.136  -0.249
C: 0.213 -1.204 3.283  0.084
C: 3.334 0.554 -2.184  -0.223
C: 1.552 -0.375 -0.844  -0.140
C: -3.985 -2.343 -2.446  -0.120
C: 4.030 -0.644 -2.132  -0.229
C: 2.249 -1.579 -0.825  -0.223
C: 2.105 0.710 -1.546  -0.094
C: -1.032 0.105 4.608  -0.355
C: 1.127 -2.232 2.689  -0.636
C: 3.481 -1.717 -1.449  -0.244
C: -2.564 -0.748 -1.297  0.088
C: -1.267 0.432 3.285  0.105
C: -3.205 -3.372 -1.939  -0.331
C: 1.564 2.763 0.702  -0.417
C: -2.216 1.446 2.730  -0.628
C: -2.135 -3.021 -1.136  0.076
C: 1.414 2.062 -1.641  -0.238
H: 1.824 -2.444 -0.325  0.203
H: 0.512 2.500 0.796  0.214
H: 2.167 1.934 1.107  0.173
H: -2.968 0.968 2.099  0.218
H: -3.424 -4.406 -2.165  0.212
H: 4.002 -2.667 -1.415  0.201
H: -1.486 0.574 5.470  0.191
H: 1.480 -2.924 3.455  0.209
H: 3.968 2.703 -0.589  0.167
H: -4.832 -2.554 -3.085  0.223
H: 0.342 1.927 -1.511  0.233
H: -2.724 1.971 3.541  0.200
H: -1.491 -3.787 -0.712  0.189
H: 4.991 -0.740 -2.622  0.198
H: 2.000 -1.766 2.221  0.203
H: 3.749 1.389 -2.741  0.199
H: 0.594 -2.801 1.919  0.199
H: 3.428 4.358 -0.239  0.190
H: 0.337 -1.453 5.465  0.189
H: -1.697 2.181 2.109  0.202
H: 1.589 2.477 -2.638  0.187
H: 1.750 3.648 1.316  0.190
H: 3.398 3.759 -1.904  0.187

LUMO (alpha / beta): 2.08 / 2.00 eV
Kohn-Sham gap (alpha / beta): 5.899 / 5.820 eV
relative energy (zero: lowest compared OMol25 entry of this formula, charge and spin): 48.90 kcal/mol
charge: -1

---

Below is C3H3N3 in the gas phase, with properties calculated with ωB97M-V with the def2-TZVPD basis set.

Each line ends with the natural charge from an NBO analysis.
CARTESIAN COORDINATES (ANGSTROEM)
N: -0.777 -1.742 0.584  -0.501
N: 0.489 1.062 -1.148  -0.441
N: 0.249 0.306 0.962  -0.496
C: -0.181 -0.048 -1.228  0.065
C: 0.671 1.345 0.297  0.262
C: -0.249 -0.630 0.175  0.290
H: -0.573 -0.641 -2.147  0.233
H: 1.120 2.199 0.843  0.226
H: -0.747 -1.852 1.663  0.363

LUMO: -1.42 eV
SMILES string: [H]/N=C1/C=NC=N1
Kohn-Sham gap: 8.945 eV
relative energy (zero: lowest compared OMol25 entry of this formula, charge and spin): 44.47 kcal/mol

---

Below is a gas-phase ion, C3H3NO2 (charge -2), with properties calculated with ωB97M-V with the def2-TZVPD basis set.

Each line ends with the natural charge from an NBO analysis.
CARTESIAN COORDINATES (ANGSTROEM)
O: 1.291 0.206 -1.803  -0.719
O: -0.187 1.948 -2.139  -0.701
N: 0.250 0.929 -1.412  0.210
C: -0.792 -0.863 1.954  -0.616
C: 0.031 -0.328 0.835  -0.616
C: -0.571 0.658 -0.437  0.025
H: 0.612 -1.099 0.276  0.220
H: 0.735 0.366 1.195  0.167
H: -1.370 -1.817 1.531  0.029

LUMO (alpha / beta): 7.49 / 7.59 eV
Kohn-Sham gap (alpha / beta): 5.561 / 6.340 eV
relative energy (zero: lowest compared OMol25 entry of this formula, charge and spin): 88.36 kcal/mol
charge: -2

---

Below is a molecular structure, C45H52N7O2S4SbScTe, with properties calculated with ωB97M-V with the def2-TZVPD basis set.

Each line ends with the Löwdin charge.
CARTESIAN COORDINATES (ANGSTROEM)
Te: 3.581 3.586 2.349  1.218
Sb: -0.398 5.627 -2.605  0.309
Sc: 0.026 1.180 -0.361  0.791
S: 1.151 4.770 0.004  -0.079
S: -0.725 5.698 -0.158  -0.101
S: 1.287 6.947 -2.908  -0.264
S: 0.798 3.456 -1.720  0.076
O: 1.548 -1.147 -4.592  0.104
O: 0.609 -0.224 -1.792  -0.135
N: -4.333 3.226 0.238  -0.147
N: 1.783 1.396 0.331  -0.212
N: -2.200 2.107 -0.194  0.078
N: -2.413 -2.006 0.355  -0.168
N: -1.989 -0.324 -1.027  0.132
N: -3.552 -1.982 -1.684  -0.137
N: -2.478 3.319 1.726  -0.146
C: 3.968 2.280 5.146  -0.165
C: 6.301 0.916 4.542  -0.099
C: 3.145 -1.910 0.162  0.019
C: -2.789 2.720 -3.806  -0.103
C: 5.844 1.942 3.696  -0.156
C: 1.583 -2.049 -3.769  -0.331
C: -1.073 3.064 2.032  -0.089
C: -3.240 3.869 2.813  -0.052
C: -0.233 -5.874 -4.757  -0.091
C: 4.465 1.344 6.030  -0.109
C: 1.689 0.037 0.773  -0.330
C: 0.298 -4.161 -3.143  -0.038
C: -1.913 -3.381 0.366  -0.023
C: 1.167 -3.986 -5.377  -0.004
C: -4.613 4.623 0.089  -0.085
C: 5.595 0.614 5.703  -0.108
C: 1.621 -0.964 -1.468  -0.282
C: 4.664 2.678 3.969  -0.526
C: 1.309 0.641 3.202  -0.094
C: 2.131 -1.936 -2.429  -0.091
C: -5.163 2.224 -0.422  -0.050
C: 0.859 -1.058 4.827  -0.132
C: 0.638 -5.233 -5.659  -0.091
C: 4.827 -3.731 -0.406  -0.080
C: -2.626 -1.425 -0.822  -0.388
C: -3.276 -2.512 -2.978  -0.091
C: 3.079 1.798 -0.123  -0.396
C: -2.667 2.920 -2.465  -0.139
C: -2.498 1.462 -4.290  -0.073
C: -2.005 -1.208 1.491  -0.036
C: -2.989 2.867 0.537  -0.312
C: 3.686 -2.894 -0.759  -0.277
C: -4.700 -2.636 -1.100  -0.088
C: 1.513 -0.351 2.203  -0.166
C: 2.203 -0.945 -0.173  -0.166
C: -2.262 0.568 -2.026  -0.226
C: 4.107 1.970 0.981  -0.428
C: 1.176 -2.044 3.940  -0.129
C: 3.072 -2.896 -1.998  -0.021
C: -0.369 -5.355 -3.490  -0.075
C: 1.405 -1.716 2.615  -0.080
C: 0.997 -3.414 -4.058  -0.129
C: -2.205 0.425 -3.398  -0.013
C: -2.448 1.948 -1.538  -0.295
C: 0.966 0.341 4.493  -0.085
H: -3.418 3.077 3.535  0.096
H: 7.211 0.395 4.226  0.100
H: -6.214 2.484 -0.253  0.084
H: -4.604 4.983 -0.942  0.092
H: 3.603 1.066 -0.816  0.139
H: -0.842 3.600 2.985  0.111
H: 1.435 -2.513 1.913  0.085
H: -4.994 1.254 0.097  0.101
H: 3.016 2.817 5.318  0.090
H: 5.083 2.191 0.652  0.022
H: -0.909 -0.954 1.435  0.077
H: -0.593 -6.811 -5.038  0.076
H: 3.408 -3.598 -2.744  0.115
H: -1.966 -0.585 -3.862  0.121
H: 4.687 -4.767 -0.719  0.077
H: -2.571 1.302 -5.353  0.100
H: -4.075 5.269 0.728  0.065
H: -0.829 -3.357 0.593  0.100
H: -0.425 3.337 1.185  -0.034
H: -2.057 -3.767 -0.657  0.080
H: -2.785 4.768 3.225  0.098
H: 1.056 -3.104 4.151  0.097
H: 1.279 1.645 2.827  0.037
H: -5.611 4.854 0.403  0.077
H: -0.949 -5.756 -2.714  0.080
H: -2.062 -1.835 2.406  0.104
H: 1.736 -3.462 -6.145  0.113
H: 3.899 1.026 6.868  0.087
H: -3.129 3.515 -4.496  0.117
H: 0.895 1.040 5.307  0.087
H: -0.977 1.976 2.371  0.103
H: 6.390 2.157 2.766  0.091
H: 3.610 -1.949 1.164  0.121
H: -3.499 -3.632 -2.981  0.101
H: -4.809 -2.274 -0.047  0.102
H: -4.626 -3.767 -1.086  0.092
H: -2.606 3.906 -2.001  0.047
H: 3.007 2.652 -0.810  0.039
H: -2.551 -0.273 1.457  0.078
H: 0.177 -3.786 -2.158  0.100
H: -3.786 -2.095 -3.820  0.078
H: 4.065 1.062 1.572  0.057
H: -2.207 -2.531 -3.197  0.078
H: 5.003 -3.810 0.676  0.083
H: -5.632 -2.443 -1.653  0.085
H: 5.923 -0.273 6.241  0.098
H: -5.077 2.066 -1.511  0.086
H: -4.208 4.179 2.427  0.068
H: 0.765 -5.731 -6.619  0.097
H: 5.676 -3.403 -0.894  0.050
H: -2.474 -4.061 1.036  0.092
H: 0.629 -1.284 5.835  0.065

LUMO: 1.93 eV
Kohn-Sham gap: 5.297 eV
charge: -1

---

Below is 2 unconnected molecules or ions with the total composition C4H13N3, with properties calculated with ωB97M-V with the def2-TZVPD basis set.

Each line ends with the natural charge from an NBO analysis.
CARTESIAN COORDINATES (ANGSTROEM)
N: -0.184 -0.076 -2.184  -0.698
N: -0.093 2.676 2.445  -1.069
N: -0.975 -2.413 -0.604  -0.809
C: 0.137 -1.589 -0.292  0.013
C: 0.617 -0.358 -0.884  0.026
C: 0.740 0.882 -0.059  -0.506
C: 0.096 0.146 1.085  -0.329
H: -0.284 3.678 2.439  0.368
H: -0.138 0.819 -2.487  0.418
H: -1.911 -1.975 -0.466  0.387
H: 1.045 -2.082 0.221  0.247
H: 0.153 -0.713 -2.932  0.453
H: -0.406 2.473 3.375  0.364
H: 0.989 2.650 2.511  0.358
H: 1.876 1.271 0.130  0.262
H: -1.144 -0.231 -1.917  0.419
H: -0.977 -3.182 0.007  0.402
H: 0.257 1.663 -0.783  0.212
H: 0.811 -0.279 1.859  0.238
H: -1.044 0.106 1.343  0.244

LUMO (alpha / beta): -3.22 / -3.58 eV
2S+1: 2
<S²>: 0.793
Kohn-Sham gap (alpha / beta): 7.416 / 8.969 eV
relative energy (zero: lowest compared OMol25 entry of this formula, charge and spin): 87.42 kcal/mol
charge: +1

---

Taking the records one at a time from the top gives maximum force values of 1.1; 1.6; 5.8; 1.8; 4.0; 4.2 eV/Å.